[1]
DFT (ωB97M-V with the def2-TZVPD basis set) results for 10 unconnected molecules or ions with the total composition C14H48N10O10 in a non-equilibrium geometry.

Each line ends with the Mulliken charge.
Geometry (Å):
N  -4.06  1.44  1.34  -0.320
C  -4.36  2.75  0.87  0.387
N  -3.19  3.54  0.64  -0.307
O  -5.49  3.10  0.62  -0.645
H  -4.87  0.98  1.74  0.223
H  -3.15  1.18  1.75  0.195
H  -2.36  2.98  0.49  0.134
H  -3.28  4.32  0.00  0.275
N  1.56  3.64  -0.48  -0.243
C  0.37  4.21  -0.16  0.412
N  -0.10  4.39  1.20  -0.296
O  -0.35  4.54  -1.11  -0.704
H  1.77  3.57  -1.45  0.197
H  2.20  3.16  0.12  0.176
H  -0.67  5.21  1.11  0.253
H  0.61  4.28  1.89  0.185
N  -3.99  1.17  -3.16  -0.337
C  -2.69  1.28  -3.48  0.520
N  -2.18  2.54  -3.26  -0.401
O  -2.06  0.32  -3.89  -0.618
H  -4.45  0.32  -3.43  0.210
H  -4.52  1.99  -2.85  0.182
H  -2.56  3.10  -2.52  0.138
H  -1.23  2.69  -3.51  0.199
N  3.20  -1.76  -2.16  -0.339
C  2.54  -2.84  -1.62  0.483
N  3.16  -4.06  -1.65  -0.415
O  1.45  -2.65  -1.04  -0.737
H  4.19  -1.73  -2.28  0.192
H  2.74  -0.85  -2.16  0.268
H  2.54  -4.85  -1.47  0.281
H  3.91  -4.17  -2.29  0.200
N  -0.63  -0.40  -1.19  0.326
C  -0.22  0.34  -0.08  0.307
N  0.98  -0.01  0.37  0.602
O  -0.98  1.17  0.40  -0.495
H  -0.07  -1.12  -1.66  0.076
H  -1.47  -0.13  -1.66  -0.133
H  1.31  -0.92  0.09  -0.121
H  1.33  0.20  1.29  -0.177
C  -1.09  2.65  4.88  -1.341
C  0.11  1.74  4.68  0.362
C  -0.22  0.60  3.68  -0.189
O  1.22  2.49  4.08  -0.476
H  -1.85  2.23  5.54  0.377
H  -1.56  2.91  3.97  0.245
H  -0.65  3.49  5.40  0.394
H  0.48  1.29  5.61  0.363
H  0.55  -0.13  3.59  -0.042
H  -0.36  1.09  2.71  -0.518
H  -1.08  0.11  4.00  0.534
H  1.73  3.07  4.65  0.220
C  -2.40  -2.59  -5.03  -1.398
C  -1.45  -2.83  -3.84  1.154
C  -1.02  -4.25  -3.60  -1.434
O  -0.34  -1.98  -4.00  -0.541
H  -3.11  -3.45  -5.13  0.390
H  -1.85  -2.62  -5.98  0.308
H  -3.04  -1.67  -5.01  0.200
H  -2.05  -2.55  -2.97  0.083
H  -0.57  -4.69  -4.50  0.334
H  -1.90  -4.83  -3.31  0.375
H  -0.25  -4.36  -2.82  0.257
H  -0.60  -1.05  -4.13  0.330
C  3.64  -2.02  2.82  -1.312
C  2.56  -2.86  2.24  1.143
C  2.34  -4.17  2.99  -1.593
O  1.32  -2.08  2.22  -0.217
H  3.71  -1.10  2.22  0.236
H  4.54  -2.61  2.78  0.444
H  3.48  -1.69  3.87  0.296
H  2.84  -3.12  1.22  -0.304
H  3.23  -4.79  2.86  0.397
H  1.50  -4.74  2.61  0.475
H  2.15  -3.88  4.02  0.330
H  0.64  -2.75  2.04  0.196
O  2.98  1.83  1.84  -0.618
H  3.93  1.95  2.00  0.276
H  2.54  2.07  2.68  0.342
O  2.04  0.83  -2.19  -0.849
H  1.24  0.74  -2.79  0.349
H  1.69  0.80  -1.29  0.290

The energy above the lowest of the compared OMol25 structures with the same formula, charge and spin comes out at 0.0 kcal per mole. Its SMILES is NC(N)=O.NC(N)=O.NC(N)=O.NC(N)=O.NC(N)=O.CC(C)O.CC(C)O.CC(C)O.O.O. The calculation puts the HOMO energy at -9.23 eV. The spin multiplicity is 1.

[2]
DFT (ωB97M-V with the def2-TZVPD basis set) results for 2 unconnected molecules or ions with the total composition C5H8N2 in a non-equilibrium geometry.

Each line ends with the Mulliken charge.
Geometry (Å):
N  -0.20  0.45  1.54  -0.375
N  0.50  0.80  0.38  -0.399
C  1.24  -0.03  -0.15  0.368
C  1.75  -1.38  -0.28  -0.577
C  2.03  -0.26  -1.33  -0.467
H  -0.62  1.35  1.86  0.231
H  0.26  -0.11  2.22  0.234
H  2.67  -1.65  0.10  0.269
H  1.14  -2.35  -0.55  0.230
H  1.57  -0.37  -2.33  0.205
H  2.94  0.14  -1.39  0.269
C  -4.02  -1.18  -1.26  -0.344
C  -3.18  -0.54  -0.67  -0.437
H  -4.79  -1.83  -1.36  0.384
H  -2.36  -0.01  -0.32  0.408

The energy above the lowest of the compared OMol25 structures with the same formula, charge and spin comes out at 133.8 kcal per mole. Its SMILES is NN=C1CC1.C#C. The calculation puts the HOMO energy at -9.02 eV. The spin multiplicity is 1.

Gap between HOMO and LUMO, record by record: 9.42; 10.06 eV